This record from the OMol25 dataset describes a cluster of 2 separate species, C6H12O in total. The level of theory is ωB97M-V/def2-TZVPD.

XYZ file:
```
19
Properties=species:S:1:pos:R:3
C 0.32 -0.97 1.92
C 0.81 0.47 1.72
C 1.79 0.58 0.58
O 1.81 1.45 -0.26
H -0.25 -1.08 2.85
H 1.17 -1.66 1.97
H -0.33 -1.30 1.10
H -0.03 1.14 1.56
H 1.34 0.82 2.62
H 2.57 -0.21 0.57
C -2.05 0.16 -0.70
C -1.02 0.59 -1.42
C -0.26 -0.23 -2.42
H -2.43 -0.86 -0.78
H -2.56 0.80 0.01
H -0.66 1.61 -1.29
H 0.81 -0.21 -2.21
H -0.40 0.17 -3.43
H -0.61 -1.27 -2.40
```

E_tot in Ha: -311.00966
Multiplicity: 1
Gap between HOMO and LUMO in eV: 10.5
SMILES string: CCC=O.C=CC

***

This record from the OMol25 dataset describes a structure of composition C6H12O in a non-equilibrium geometry. The level of theory is ωB97M-V/def2-TZVPD.

XYZ file:
```
19
Properties=species:S:1:pos:R:3
O 1.70 -0.21 -1.27
C 0.58 -0.45 -1.96
C -0.76 -0.38 -1.35
C -0.87 0.66 -0.25
C -0.03 0.21 0.96
C 0.00 1.24 2.10
C -0.50 -1.18 1.43
H 0.72 -1.25 -2.68
H -1.70 -0.57 -1.90
H -0.06 0.40 -2.34
H -1.95 0.91 0.10
H -0.38 1.56 -0.61
H 0.98 0.02 0.51
H 0.39 2.25 1.70
H -1.06 1.41 2.47
H 0.70 0.90 2.89
H 0.10 -1.52 2.28
H -0.33 -1.86 0.59
H -1.59 -1.16 1.68
```

E_tot in Ha: -310.90285
Multiplicity: 1
Gap between HOMO and LUMO in eV: 8.4

***

This record from the OMol25 dataset describes a cluster of 2 separate species, C6H12O in total in a non-equilibrium geometry. The level of theory is ωB97M-V/def2-TZVPD.

XYZ file:
```
19
Properties=species:S:1:pos:R:3
C 2.54 -0.72 1.00
C 1.42 -0.31 1.57
C 0.51 0.69 0.89
C -0.84 0.15 0.53
C -1.08 -1.11 0.11
C -2.18 -1.52 -0.82
H 3.09 -1.35 1.69
H 2.88 -0.66 -0.02
H 0.97 -0.87 2.38
H 0.97 0.95 -0.07
H 0.54 1.67 1.37
H -1.71 0.79 0.73
H -0.50 -1.82 0.69
H -3.17 -1.36 -0.40
H -2.12 -2.58 -1.04
H -2.11 -0.95 -1.75
O 0.03 3.09 -2.01
H 0.40 3.70 -2.66
H 0.37 2.21 -2.18
```

E_tot in Ha: -310.94760
Multiplicity: 1
Gap between HOMO and LUMO in eV: 9.2
SMILES string: C=CC/C=C/C.O

***

This record from the OMol25 dataset describes the molecule C6H12O. The level of theory is ωB97M-V/def2-TZVPD.

XYZ file:
```
19
Properties=species:S:1:pos:R:3
C -2.74 0.11 -0.04
C -1.39 0.26 0.67
C -0.26 0.46 -0.34
C 1.12 0.50 0.28
C 1.71 -0.77 0.85
C 2.25 -0.22 -0.42
O 1.98 -0.96 -1.57
H -2.98 1.01 -0.61
H -2.71 -0.74 -0.73
H -3.56 -0.07 0.67
H -1.19 -0.64 1.27
H -1.43 1.10 1.37
H -0.43 1.39 -0.91
H -0.28 -0.36 -1.07
H 1.38 1.42 0.79
H 1.11 -1.68 0.75
H 2.32 -0.73 1.75
H 3.24 0.24 -0.40
H 1.87 -0.34 -2.30
```

E_tot in Ha: -311.01579
Multiplicity: 1
Gap between HOMO and LUMO in eV: 10.6
SMILES string: CCC[C@H]1C[C@H]1O

***

This record from the OMol25 dataset describes the molecule C6H12O in a non-equilibrium geometry. The level of theory is ωB97M-V/def2-TZVPD.

XYZ file:
```
19
Properties=species:S:1:pos:R:3
C -0.99 -1.14 -1.50
C -0.65 -0.08 -0.45
C -0.97 1.28 -1.06
C 0.79 -0.07 0.09
C 0.58 -0.46 1.59
C 1.57 0.28 2.37
O 2.76 -0.06 2.47
H -2.06 -1.23 -1.81
H -0.48 -2.10 -1.30
H -0.81 -0.86 -2.60
H -1.36 -0.11 0.44
H -1.93 1.64 -1.26
H -0.44 2.05 -0.46
H -0.58 1.30 -2.11
H 1.31 0.96 -0.04
H 1.41 -0.76 -0.48
H -0.44 -0.33 1.95
H 0.80 -1.62 1.49
H 1.47 1.31 2.68
```

E_tot in Ha: -310.97202
Multiplicity: 1
Gap between HOMO and LUMO in eV: 10.6
SMILES string: CC(C)CCC=O

***

This record from the OMol25 dataset describes the molecule C6H12O in a non-equilibrium geometry. The level of theory is ωB97M-V/def2-TZVPD.

XYZ file:
```
19
Properties=species:S:1:pos:R:3
C 2.11 0.35 -0.39
C 1.01 -0.11 0.58
C -0.39 -0.30 0.02
C -0.52 -1.07 -1.26
C -1.53 -0.28 1.52
C -1.37 0.67 0.38
O -0.68 1.99 0.22
H 1.90 1.34 -0.80
H 2.24 -0.36 -1.22
H 3.07 0.40 0.13
H 0.98 0.60 1.41
H 1.29 -1.10 0.98
H 0.17 -0.74 -2.07
H -0.28 -2.10 -1.02
H -1.54 -1.00 -1.65
H -0.83 -0.40 2.34
H -2.54 -0.68 1.79
H -2.31 0.61 -0.19
H -0.80 2.20 -0.73
```

E_tot in Ha: -310.94226
Multiplicity: 1
Gap between HOMO and LUMO in eV: 9.3
SMILES string: CC[C@@]1(C)C[C@H]1O

***

This record from the OMol25 dataset describes the molecule C6H12O. The level of theory is ωB97M-V/def2-TZVPD.

XYZ file:
```
19
Properties=species:S:1:pos:R:3
C -1.92 -0.96 -0.71
C -0.76 -0.06 -0.28
C -1.21 1.11 0.61
C 0.29 -0.79 0.52
O 1.28 -1.60 -0.09
C 1.69 -0.38 0.53
C 2.25 0.67 -0.41
H -2.67 -0.39 -1.26
H -1.57 -1.77 -1.37
H -2.42 -1.42 0.15
H -0.30 0.34 -1.19
H -1.27 0.79 1.66
H -2.19 1.50 0.33
H -0.49 1.93 0.57
H -0.11 -1.22 1.44
H 2.24 -0.51 1.47
H 1.89 0.48 -1.42
H 3.34 0.62 -0.43
H 1.95 1.68 -0.11
```

E_tot in Ha: -311.01551
Multiplicity: 1
Gap between HOMO and LUMO in eV: 11.2
SMILES string: CC(C)[C@H]1O[C@H]1C